(1)
Computed, not measured: a 15-piece molecular cluster, C16H62O15 overall in a non-equilibrium geometry, with ωB97M-V with the def2-TZVPD basis set.

```
93
Properties=species:S:1:pos:R:3:forces:R:3:mulliken_charge:R:1
O 5.16054 14.38206 10.76686 0.3 0.4 -0.3 -0.53
H 4.83212 14.85280 11.53288 -0.1 0.2 0.1 0.24
H 4.79232 13.50240 10.84968 -0.2 -0.5 0.2 0.33
O 8.34003 15.94434 12.10826 -0.2 0.3 -0.2 -0.73
H 9.26366 15.82872 11.88520 0.4 0.2 -0.3 0.45
H 8.15564 15.24608 12.73650 -0.1 -0.3 0.3 0.22
O 8.22854 14.22156 14.18006 -0.6 0.2 0.0 -0.56
H 8.72491 13.65788 14.77346 0.7 -0.6 0.1 0.29
H 7.35930 14.28092 14.57644 -0.3 0.1 0.0 0.25
O 12.64832 10.09220 11.49828 0.2 0.2 0.4 -0.62
H 13.05986 10.54598 10.76280 0.2 0.2 -0.2 0.29
H 11.98046 9.53776 11.09484 -0.4 -0.4 -0.2 0.31
O 11.52180 10.50382 14.18854 -0.2 -0.2 0.3 -0.50
H 12.05020 10.17098 14.91396 0.1 -0.2 0.3 0.22
H 12.13930 10.59186 13.46248 0.2 0.0 -0.8 0.23
O 10.08192 12.50978 15.22274 -0.5 0.7 0.7 -0.62
H 10.84042 12.99112 15.55324 0.1 0.2 0.1 0.24
H 10.45569 11.74964 14.77694 0.3 -0.6 -0.5 0.27
O 4.35328 11.83968 11.79896 -0.4 0.3 0.2 -0.72
H 4.72362 11.85168 12.68152 0.1 0.1 0.3 0.30
H 4.65568 11.01296 11.42302 0.3 -0.3 -0.6 0.33
C 6.64212 7.78854 11.55160 0.7 -1.4 1.3 -0.85
C 5.61390 8.85050 11.58058 -0.7 -1.1 -0.7 -0.16
O 5.89324 9.68676 10.50108 -1.1 1.1 -0.3 -0.57
H 6.54222 7.13632 12.41920 0.3 0.2 0.5 0.41
H 7.60662 8.29614 11.56508 0.3 -0.4 0.0 0.00
H 6.57872 7.04026 10.76156 -0.1 0.7 -0.6 0.39
H 5.51986 9.34230 12.54876 0.4 0.3 0.2 0.15
H 4.64442 8.37910 11.41928 -0.3 0.3 -0.2 0.31
H 6.82092 9.93104 10.53770 0.5 0.1 -0.1 0.39
C 7.60644 17.04230 7.43700 0.4 0.1 1.0 -1.39
C 8.27698 16.61342 8.76436 -0.6 1.4 0.1 0.76
O 7.60582 17.30692 9.84564 -0.1 -0.4 -1.1 -0.61
H 8.20949 16.72716 6.58546 -0.2 -0.1 -0.1 0.33
H 7.51960 18.12872 7.42018 0.2 0.1 0.0 0.38
H 6.57804 16.68248 7.40500 0.1 -0.3 -0.2 0.32
H 9.30936 16.95645 8.83234 0.2 -0.3 -0.5 0.13
H 8.25310 15.52898 8.87168 -0.1 -0.1 0.2 -0.29
H 7.66526 16.74638 10.62272 0.0 -0.2 0.4 0.44
C 11.18596 13.56376 8.31538 -2.0 -2.0 -1.2 -0.28
C 12.25492 14.53532 8.30135 1.6 0.2 1.2 -0.46
O 11.80618 15.76548 8.71808 -0.5 2.1 -0.7 -0.53
H 11.48782 12.58012 7.95560 0.4 -0.3 0.3 0.43
H 10.42920 13.81860 7.57346 -0.3 0.3 0.1 0.26
H 10.69062 13.43638 9.27793 0.1 0.2 0.1 -0.32
H 12.74054 14.61572 7.32882 0.0 0.1 0.1 0.32
H 12.96842 14.26334 9.07922 0.9 -0.6 -0.4 0.29
H 11.60470 15.74574 9.65650 -0.2 0.1 0.3 0.26
C 10.43320 7.03998 12.99156 -0.8 -0.2 0.5 -0.46
C 11.13094 7.00968 11.68666 0.4 -1.6 -0.2 -0.58
O 10.57698 7.95766 10.78864 0.4 0.9 -0.1 -0.63
H 9.40662 6.77956 12.73384 -0.4 0.6 0.5 0.08
H 10.56584 8.01050 13.46970 -0.4 0.0 0.1 -0.05
H 10.71636 6.25630 13.69422 0.5 0.0 -0.1 0.49
H 10.93558 6.04290 11.22268 0.4 -0.3 0.1 0.43
H 12.20832 7.09062 11.83086 0.0 0.6 -0.5 0.31
H 9.89458 7.50284 10.28956 0.0 0.1 -0.2 0.31
C 5.84482 12.31976 6.38892 0.8 -0.1 -0.2 -1.47
C 6.65844 12.28028 7.72474 -1.0 0.0 -0.2 0.79
O 7.44980 11.10582 7.85502 0.1 -0.1 -0.7 -0.62
H 5.30720 13.23684 6.14808 0.1 0.3 0.8 0.36
H 5.11956 11.53752 6.16486 0.1 -0.4 0.7 0.35
H 6.55800 12.26278 5.56658 0.3 -0.2 0.0 0.36
H 6.05736 12.29612 8.63390 -0.7 0.4 -0.2 0.01
H 7.31030 13.15130 7.79168 0.0 0.3 -0.3 -0.12
H 7.86778 11.20378 8.71368 0.3 -0.4 0.1 0.22
C 8.13852 10.14312 14.32282 0.1 -0.2 -0.7 0.83
C 8.16484 9.43360 15.65716 1.0 0.5 -0.5 -0.79
O 7.12382 9.92554 16.42514 -1.4 -0.2 1.1 -0.59
H 7.16244 9.95886 13.87404 0.0 -0.3 -0.2 0.03
H 8.92266 9.77666 13.66030 0.0 -0.1 -0.1 -0.39
H 8.21044 11.23062 14.33972 0.2 0.0 0.5 -0.05
H 9.08016 9.56274 16.23472 0.5 0.1 -0.3 0.30
H 8.09046 8.35796 15.49724 -0.5 0.0 0.1 0.34
H 7.34820 10.81764 16.69976 0.0 0.0 0.0 0.32
C 8.18492 12.44518 10.94604 0.9 0.1 0.2 0.18
C 9.30596 11.39832 11.11204 -1.2 1.1 -0.4 1.13
O 8.80054 10.23094 10.48614 0.0 -0.4 0.2 -0.24
H 8.36464 13.22882 11.68206 -0.4 0.1 -0.2 -0.07
H 7.18818 12.02590 11.08308 0.1 -0.1 0.4 0.07
H 8.16342 12.89612 9.95392 0.2 0.1 0.0 -0.25
H 9.52512 11.27634 12.17280 -0.1 -0.4 0.1 -0.44
H 10.22974 11.71248 10.62620 0.1 0.1 -0.1 0.23
H 9.35964 9.49694 10.75116 0.3 -0.4 -0.1 -0.10
C 11.42286 14.10708 12.44834 -1.2 -0.3 0.1 -0.06
C 11.72920 15.58858 12.46584 1.5 -0.6 -0.1 -0.74
O 11.14586 16.28018 11.35280 -0.3 -0.7 0.6 -0.45
H 11.77544 13.61112 13.35266 0.4 0.2 0.0 0.30
H 11.82736 13.56178 11.59562 0.1 0.2 -0.1 0.15
H 10.34954 13.92052 12.48408 -0.1 0.0 -0.2 -0.34
H 12.81476 15.59036 12.36746 0.3 0.6 0.0 0.45
H 11.52056 16.00596 13.45092 -0.5 0.3 -0.2 0.40
H 11.27532 17.22890 11.42198 0.0 0.1 0.1 0.19
```
Positions in Å, forces in eV/Å.

Properties
Total charge: 0
Electronic energy, Eh: -1775.30056
Largest force on an atom, hartree/bohr: 0.0598
Gap between HOMO and LUMO, eV: 8.4
LUMO level, eV: -0.3
Energy relative to the best compared isomer or geometry (same formula, charge and spin), eV: 1.161

(2)
Computed, not measured: a 16-piece molecular cluster, C16H64N32O16 overall in a non-equilibrium geometry, with ωB97M-V with the def2-TZVPD basis set.

```
128
Properties=species:S:1:pos:R:3:forces:R:3:mulliken_charge:R:1
C 5.36591 2.82190 -3.33323 1.1 -2.2 -2.6 0.59
O 6.03013 1.91774 -3.80940 0.2 -1.1 0.8 -0.68
N 4.40966 2.83154 -2.45641 -3.1 -1.4 4.9 -0.12
N 5.36056 3.99905 -3.88595 1.2 4.6 -2.2 -0.37
H 4.11997 2.04486 -1.89311 0.3 -0.4 -0.2 0.03
H 3.71187 3.55868 -2.52328 0.0 -0.1 -0.3 0.02
H 5.52034 4.06660 -4.88095 0.4 0.3 0.5 0.19
H 5.13067 4.78926 -3.30045 -0.2 0.1 -0.9 0.21
C -1.62081 -3.65572 1.07256 -2.1 -1.8 3.0 0.52
O -1.12534 -3.42805 0.05308 3.7 1.7 -6.2 0.14
N -1.08038 -3.50370 2.24902 3.3 1.9 2.9 -0.46
N -2.75107 -4.24384 1.25004 -5.0 -1.7 1.0 -0.39
H -1.62869 -3.68704 3.07718 0.8 0.4 0.0 0.18
H -0.33128 -2.82681 2.22125 0.2 -0.1 0.9 -0.17
H -3.39639 -4.61655 0.56831 0.2 0.0 -0.5 -0.19
H -3.08769 -4.03919 2.18004 -1.0 -0.7 -0.6 0.19
C -3.31972 2.65070 -2.77198 -5.0 0.1 -2.7 0.71
O -4.35138 2.61567 -3.46207 0.8 0.7 -0.6 -0.78
N -2.27134 3.38443 -2.96459 2.3 2.0 -1.7 -0.05
N -3.26159 1.91351 -1.71350 0.8 -2.3 3.2 -0.14
H -2.21009 3.71286 -3.91774 0.6 0.3 0.4 0.16
H -1.49389 3.20960 -2.34402 0.5 0.6 -0.7 -0.10
H -3.88370 1.13490 -1.87731 0.2 -0.4 0.8 0.25
H -2.27911 1.71727 -1.58570 -0.2 -1.4 1.0 0.01
C -5.29450 -5.02272 -1.15017 0.2 0.2 -1.3 0.79
O -4.26139 -5.64723 -1.06474 1.2 -0.9 1.0 -0.62
N -5.41698 -3.72592 -0.90052 1.0 2.1 1.3 -0.21
N -6.42151 -5.44687 -1.70149 -2.3 -1.1 -0.7 -0.40
H -6.29800 -3.23569 -0.96031 0.6 0.1 0.2 0.22
H -4.56693 -3.23354 -0.66585 -0.5 0.6 0.0 0.04
H -7.09077 -4.69312 -1.76512 -0.5 -1.1 -0.4 0.11
H -6.66847 -6.41063 -1.87545 0.2 0.4 0.1 0.23
C 2.99063 -4.35834 2.78843 0.5 4.8 0.5 0.47
O 2.62257 -3.16415 2.85078 -0.4 -1.3 0.0 -0.62
N 2.36691 -5.41441 3.24837 -1.7 -1.8 0.5 -0.42
N 4.21544 -4.62962 2.38115 2.5 -1.0 -1.2 -0.31
H 2.63719 -6.23782 2.72968 -0.8 -0.4 0.7 0.20
H 1.44495 -5.27236 3.63556 0.0 -0.4 -0.4 0.26
H 4.85794 -3.91145 2.07859 -0.5 -0.3 0.0 0.17
H 4.50572 -5.59557 2.32851 0.4 0.4 0.0 0.14
C 1.78313 3.83930 -4.50197 0.2 -1.5 1.6 0.91
O 2.32880 4.57202 -3.67365 -0.2 0.0 0.1 -0.75
N 1.63805 2.51133 -4.45131 1.1 -1.6 1.9 -0.29
N 1.16321 4.21349 -5.56865 -1.8 3.9 -3.8 -0.47
H 1.89170 2.08919 -3.56952 -0.1 -0.6 -0.4 0.07
H 1.14096 2.04019 -5.19362 0.3 -0.3 0.8 0.19
H 1.09428 5.20667 -5.73876 0.0 -0.2 -0.3 0.24
H 0.71531 3.58705 -6.22215 0.2 0.3 0.3 0.14
C -3.78765 -0.84356 1.38089 2.7 2.8 -1.4 0.48
O -4.30478 -1.20779 0.37033 -2.0 -2.0 -1.9 -0.75
N -2.65306 -0.12775 1.31380 3.0 0.7 -0.9 -0.09
N -4.23526 -0.79418 2.59014 -3.2 -1.3 3.2 -0.28
H -2.15693 -0.15863 0.43460 0.1 -0.1 -0.3 -0.08
H -2.07414 0.09373 2.11124 -0.2 -0.1 0.0 0.09
H -5.23832 -0.91131 2.60661 0.1 0.1 0.9 0.23
H -3.71807 -0.25779 3.27197 -0.7 -0.2 0.0 0.17
C -2.84061 -1.42487 5.84994 -0.9 0.2 -0.4 0.54
O -3.89440 -1.70938 6.26906 -5.1 -2.3 2.0 -0.68
N -2.44329 -1.67554 4.64780 0.6 -2.3 -4.9 -0.25
N -2.02305 -0.65015 6.41906 5.4 4.2 4.0 -0.34
H -1.54013 -1.37491 4.31012 -0.1 -0.5 -0.2 0.25
H -3.09816 -2.25939 4.14742 0.5 0.4 -0.5 0.06
H -1.90197 -0.64042 7.42172 -0.5 0.1 -0.2 0.26
H -1.15094 -0.55586 5.91841 0.5 0.3 0.5 0.26
C 0.07014 -0.02878 -0.91677 2.2 -1.4 1.7 0.63
O -1.06397 -0.18864 -1.24350 -3.5 0.2 -1.4 -0.45
N 0.84629 -0.99077 -0.39028 0.3 -2.2 0.9 1.18
N 0.80129 1.04798 -0.89721 1.4 4.4 -0.9 0.79
H 1.68009 -0.65644 0.07134 -0.1 -0.7 -0.1 -0.39
H 0.47043 -1.90340 -0.17596 0.0 0.1 -0.1 -0.49
H 1.77590 0.95807 -0.64792 -0.2 0.1 -0.1 -0.28
H 0.52682 1.98396 -1.15930 -0.6 -0.2 0.0 -0.30
C 0.82395 0.09845 3.88632 0.8 -2.3 1.9 0.34
O 0.51932 -0.57970 4.88181 -0.9 0.2 0.0 -0.92
N 1.70726 -0.27685 3.01509 2.8 -2.1 -1.8 0.48
N 0.40070 1.28921 3.60669 -2.9 3.8 0.8 -0.12
H 2.25059 -1.11015 3.18976 -0.3 -0.3 -0.1 0.26
H 2.13896 0.46802 2.48697 0.0 -0.3 -0.5 -0.18
H 0.70746 1.79031 2.78517 0.0 0.0 0.1 0.16
H -0.13127 1.72045 4.34908 -0.1 0.3 -0.5 0.22
C 3.19070 2.65976 2.00272 -2.0 -0.8 -1.2 0.25
O 2.34553 1.91402 1.57876 -1.6 -0.8 -2.1 -0.31
N 3.48860 2.66649 3.25218 2.1 1.0 4.8 -0.31
N 3.87738 3.60128 1.36201 1.4 1.1 -1.2 -0.52
H 3.19676 2.03810 3.98707 -0.2 0.0 -0.5 0.20
H 3.94916 3.53281 3.49192 0.0 -0.4 1.0 0.20
H 4.79992 3.53974 1.76849 0.4 1.0 -1.0 0.23
H 3.74064 3.80108 0.38145 0.2 -0.4 0.1 0.17
C -3.57265 6.11333 -0.41685 -2.2 4.8 -2.3 0.56
O -4.25398 7.11065 -0.27456 -0.8 0.9 1.0 -0.71
N -3.44660 5.13564 0.39373 1.2 -4.5 3.3 -0.16
N -2.89667 5.94712 -1.54788 2.3 -1.2 -1.3 -0.17
H -2.92846 4.36529 -0.00401 -0.3 -0.4 0.8 0.19
H -3.61366 5.12319 1.38974 -0.3 0.4 -0.5 0.22
H -3.12545 6.35527 -2.44296 -0.1 -0.1 0.6 0.22
H -2.31087 5.12865 -1.46390 0.0 0.2 -1.5 -0.15
C 2.03474 -4.33294 -1.23806 3.1 -0.9 2.8 0.35
O 3.23408 -4.10291 -1.29444 1.5 -0.2 -0.1 -0.73
N 1.53478 -5.23116 -0.36804 0.2 -2.2 1.3 -0.33
N 1.16236 -3.62985 -1.79781 -4.4 3.2 -3.8 -0.22
H 0.57409 -5.26327 -0.05798 0.3 0.2 -0.2 0.27
H 2.25414 -5.67338 0.18609 -0.4 0.0 -0.1 0.20
H 0.20869 -3.95645 -1.86057 0.0 0.2 -0.1 0.32
H 1.42232 -2.86688 -2.40642 0.1 -0.3 0.1 0.19
C 0.16611 4.89210 -0.68311 -2.3 -2.7 1.6 0.35
O -0.18724 3.82653 -1.16990 0.5 -1.8 -1.2 -0.70
N 0.73745 5.82626 -1.34631 1.7 2.9 -2.6 -0.37
N -0.13588 5.08547 0.59054 0.2 1.6 1.8 -0.33
H 0.62651 6.80665 -1.13037 0.2 -0.2 0.1 0.23
H 0.85679 5.57973 -2.31846 0.3 0.3 -0.2 0.12
H -0.15516 6.05826 0.86151 0.0 -0.5 0.9 0.16
H -0.33706 4.29760 1.18961 -0.3 0.5 -0.2 0.23
C 4.46657 -0.28181 -0.27027 -0.6 -1.5 0.7 0.67
O 3.45934 0.24137 -0.65556 -2.4 0.4 -1.0 -0.78
N 5.57677 0.35888 -0.20350 4.0 2.2 0.5 -0.37
N 4.66262 -1.52253 0.20180 -1.9 -2.3 0.5 -0.23
H 5.51789 1.36714 -0.19795 0.6 -0.2 0.0 0.18
H 6.18155 -0.19872 0.38253 1.1 1.6 -0.2 0.18
H 5.50071 -1.82390 0.67811 -0.3 0.2 -0.4 0.19
H 3.86334 -2.13122 0.30551 0.1 -0.2 -0.3 -0.13
C -1.99415 -3.72769 -3.31416 -0.3 -0.4 -2.1 0.70
O -2.13134 -3.82437 -4.51595 -0.1 0.6 -1.2 -0.78
N -1.77931 -4.71579 -2.52567 1.2 -6.8 2.7 -0.11
N -1.96380 -2.70288 -2.52284 -0.4 5.4 -0.1 -0.03
H -1.70509 -4.55885 -1.53071 -0.2 -0.5 -0.3 -0.07
H -1.80198 -5.67994 -2.82568 -0.3 0.3 -0.1 0.15
H -1.91253 -2.87499 -1.52893 0.3 1.2 -0.3 0.15
H -1.77592 -1.82460 -2.98480 -0.3 0.3 0.9 0.00
```
Positions in Å, forces in eV/Å.

Properties
Total charge: 0
Electronic energy, Eh: -3604.48863
Largest force on an atom, hartree/bohr: 0.1541
Gap between HOMO and LUMO, eV: 8.4
LUMO level, eV: -0.4
Energy relative to the best compared isomer or geometry (same formula, charge and spin), eV: 10.168